{"formula": "C5H11BrO2S", "method": "ωB97M-V/def2-TZVPD", "e_lumo_ev": 0.634, "e_homo_ev": -8.650, "total_energy_ha": -3319.69301, "homo_lumo_gap_ev": 9.28, "max_force_ev_per_a": 4.552, "smiles": "COC(OC)[C@H](Br)SC", "de_lowest_kj_mol": 24.97, "symbols": ["H", "O", "C", "H", "H", "H", "C", "H", "Br", "H", "H", "H", "S", "C", "C", "H", "O", "H", "C", "H"], "positions_angstrom": [[0.01426, -0.15229, -3.74031], [-0.57649, -1.00643, 0.09488], [1.17409, 1.51835, 1.50428], [1.24106, 1.08560, 2.54711], [0.25617, -1.66747, 1.96332], [2.24156, 1.77635, 1.21343], [-1.45892, 1.07965, -0.64477], [-1.09504, 0.47682, 1.30297], [-3.30550, 0.04954, -0.59042], [-0.40017, -2.77858, 0.56326], [0.20242, -1.01111, -2.10684], [-1.75396, 2.14991, -0.32916], [-0.79180, 1.21905, -2.29744], [0.14055, -1.92064, 0.87883], [-0.50542, 0.32234, 0.45452], [-1.47788, -1.00789, -3.11248], [0.75409, 0.82673, 0.37591], [1.25291, -1.95631, 0.43541], [-0.45824, -0.46316, -2.87466], [0.55482, 2.47061, 1.73748]]}

=====

{"formula": "C5H11Cl", "method": "ωB97M-V/def2-TZVPD", "e_lumo_ev": 1.053, "e_homo_ev": -10.142, "total_energy_ha": -657.24940, "homo_lumo_gap_ev": 11.19, "max_force_ev_per_a": 5.325, "smiles": "CCC(Cl)CC", "de_lowest_kj_mol": 132.77, "symbols": ["H", "H", "H", "H", "C", "H", "H", "C", "C", "C", "C", "H", "H", "Cl", "H", "H", "H"], "positions_angstrom": [[1.02853, 2.09013, -1.51998], [-1.25276, -0.04739, 1.76821], [-1.40977, -2.43956, 1.91376], [-0.12083, 1.74733, 1.20813], [0.02935, 1.48044, 0.12145], [-0.07949, -2.47185, 0.65451], [-1.52306, -1.85755, 0.16388], [-0.88533, -2.04943, 1.08805], [-0.42242, -0.68247, 1.48313], [0.35046, 0.01820, 0.35731], [0.94873, 2.47645, -0.46629], [0.45030, 3.42741, -0.34118], [1.90376, 2.39198, -0.08315], [0.02286, -0.64966, -1.28862], [0.18977, -0.73058, 2.41112], [-1.02528, 1.61522, -0.19114], [1.32545, -0.14010, 0.42044]]}

=====

{"formula": "C5H11Cl2N", "method": "ωB97M-V/def2-TZVPD", "e_lumo_ev": 0.813, "e_homo_ev": -7.064, "total_energy_ha": -1172.11302, "homo_lumo_gap_ev": 7.88, "max_force_ev_per_a": 3.965, "de_lowest_kj_mol": 360.99, "symbols": ["H", "H", "H", "H", "H", "H", "Cl", "Cl", "C", "C", "H", "H", "N", "C", "H", "C", "H", "C", "H"], "positions_angstrom": [[2.52266, -0.22783, -2.46739], [3.61898, -1.17769, 0.88529], [0.73407, -1.79618, 2.31473], [2.46272, -2.41424, 1.48730], [0.12493, 1.39599, -3.24068], [-0.32040, -0.87806, 1.09602], [-0.38034, -0.78497, -2.56377], [0.32449, 1.96972, 1.42228], [1.61567, 0.81052, 0.99490], [0.60217, 0.69220, -2.49276], [1.86207, 0.10674, -4.10608], [0.64697, 1.27560, -1.60350], [1.64468, -0.46442, 1.21566], [2.60556, -1.35155, 1.09965], [2.55231, 1.48988, -3.11398], [0.40879, -0.91727, 1.83614], [0.11373, -0.22875, 2.62596], [1.97211, 0.57579, -3.06846], [2.55364, 1.27150, 0.92643]]}

=====

{"formula": "C5H11Cl3OSi2", "method": "ωB97M-V/def2-TZVPD", "e_lumo_ev": 0.616, "e_homo_ev": -9.224, "total_energy_ha": -2232.01175, "homo_lumo_gap_ev": 9.84, "max_force_ev_per_a": 5.034, "smiles": "[SiH3][C@]1([Si](Cl)(Cl)Cl)CCCCO1", "de_lowest_kj_mol": 0.00, "symbols": ["H", "H", "Si", "H", "H", "C", "H", "C", "O", "H", "C", "Cl", "H", "H", "H", "Si", "C", "C", "H", "Cl", "Cl", "H"], "positions_angstrom": [[1.70519, 0.50817, 1.73294], [1.53893, -2.11599, 0.12619], [-0.52422, 2.09831, -0.42805], [-0.63234, -1.23341, 1.44075], [-0.63709, 0.42326, 1.91577], [1.23130, -0.46514, 1.37408], [2.93528, -1.11988, 0.36079], [-0.25869, -0.30983, 1.13530], [0.07560, -0.40589, -1.20052], [0.77713, 2.43264, 0.13832], [1.89300, -1.18108, 0.23835], [-4.07376, 0.62461, -0.21108], [-1.56388, 2.69479, 0.44879], [1.92073, -0.75050, -1.89537], [1.29303, -0.94151, 2.35622], [-2.46464, -0.45721, -0.68103], [1.46919, -0.32284, -1.07611], [-0.72897, 0.17553, -0.17495], [1.82983, 0.69961, -0.85729], [-2.28380, -0.31119, -2.67932], [-2.85983, -2.33871, -0.15780], [-0.64197, 2.29624, -1.90598]]}

=====

{"formula": "C5H11ClErNReS", "method": "ωB97M-V/def2-TZVPD", "e_lumo_ev": [-1.561, -2.896], "e_homo_ev": [-7.850, -8.510], "total_energy_ha": -2203.37181, "spin_multiplicity": 7, "homo_lumo_gap_ev": [6.29, 5.61], "max_force_ev_per_a": 4.256, "de_lowest_kj_mol": 0.00, "symbols": ["C", "C", "H", "H", "H", "H", "S", "H", "Cl", "C", "C", "Er", "H", "H", "N", "C", "H", "H", "Re", "H", "H"], "positions_angstrom": [[-0.50120, -0.96762, -4.49491], [2.50824, 1.03196, -3.26216], [3.48844, 0.51185, -3.16966], [-2.86474, -0.65802, 0.87282], [-1.86620, -0.91987, 2.32659], [2.52448, 1.49829, -4.25850], [2.31979, 1.11276, 3.77983], [2.55612, 1.87160, -2.55510], [2.62285, -2.64911, -2.98895], [-0.90347, 1.48371, -0.17407], [1.57725, 0.61170, 2.48447], [1.18406, -0.80010, -2.90959], [-0.34146, 2.40295, -0.37177], [-1.55824, -0.98781, -4.14674], [0.87322, 0.25532, 1.53957], [-1.88583, -1.06841, 1.21499], [-1.94836, -2.15554, 1.06704], [-1.73759, 1.58898, -0.89498], [-0.32886, -0.23359, 0.24734], [-0.47767, -0.35506, -5.42109], [-0.24703, -2.02588, -4.80811]]}

=====

{"formula": "C5H11ClF3LaTl", "method": "ωB97M-V/def2-TZVPD", "e_lumo_ev": 1.677, "e_homo_ev": -2.071, "total_energy_ha": -1160.74683, "homo_lumo_gap_ev": 3.75, "charge": -1, "max_force_ev_per_a": 4.131, "symbols": ["H", "H", "Tl", "C", "C", "C", "H", "H", "H", "H", "H", "H", "La", "H", "H", "C", "Cl", "F", "C", "H", "F", "F"], "positions_angstrom": [[-1.40627, 2.05035, 0.97156], [-1.36233, 0.94633, -4.17365], [0.63687, 0.16728, -2.76821], [-1.84185, 1.09574, 1.26039], [-0.74365, -2.07228, 2.51006], [0.88862, 0.90006, 3.96718], [3.14049, -0.02002, -3.29142], [-2.28613, 0.57541, 0.41585], [-0.97006, -0.78944, -4.51935], [-1.78648, -2.36913, 2.48088], [-2.52953, 1.17454, 2.08913], [-1.86410, -0.32846, -3.01122], [-0.09535, -0.14365, 1.90399], [0.02959, -2.76334, 2.84677], [2.24760, -1.48014, -3.88853], [2.42126, -0.79687, -3.06498], [0.63638, 1.74289, -1.01385], [1.81960, 1.87841, 3.58961], [-1.14420, -0.03177, -3.76346], [2.63944, -1.29454, -2.12834], [1.58962, 0.00904, 4.78136], [-0.01951, 1.54959, 4.80622]]}